Entry from OMol25: a molecular structure, C30H21IN6O3S4Se2Y (ωB97M-V with the def2-TZVPD basis set).

Geometry as XYZ:
```
68
C30H21IN6O3S4Se2Y ωB97M-V with the def2-TZVPD basis set
Y 0.322 0.545 0.081
S 1.162 0.814 3.075
C 0.368 -0.677 2.933
N 0.148 -1.275 1.779
C -0.477 -2.507 1.943
C -0.738 -3.432 0.935
C -1.386 -4.611 1.254
C -1.762 -4.891 2.569
C -1.467 -4.003 3.588
C -0.814 -2.819 3.267
S -0.268 -1.543 4.314
H -0.429 -3.213 -0.075
H -1.610 -5.323 0.470
H -2.280 -5.814 2.796
H -1.737 -4.227 4.612
S -1.817 1.745 -1.573
C -2.776 2.771 -0.548
C -3.571 3.777 -1.185
N -4.171 4.604 -1.718
C -2.729 2.684 0.810
S -1.707 1.635 1.726
C -3.543 3.582 1.589
N -4.192 4.290 2.223
Se 0.644 2.674 -2.108
Se 3.105 2.901 -2.252
C 3.357 1.025 -2.597
C 4.598 0.609 -3.083
C 4.776 -0.732 -3.367
C 3.717 -1.612 -3.182
C 2.524 -1.106 -2.695
N 2.357 0.182 -2.388
C 0.499 3.741 -0.513
C -0.175 4.950 -0.531
C -0.294 5.640 0.665
C 0.280 5.107 1.808
C 0.912 3.878 1.725
N 1.009 3.193 0.587
H 5.389 1.329 -3.247
H 5.728 -1.084 -3.746
H 3.805 -2.663 -3.421
H 1.652 -1.733 -2.544
H -0.615 5.315 -1.448
H -0.838 6.574 0.703
H 0.205 5.609 2.762
H 1.309 3.397 2.609
C 4.143 1.487 1.175
C 3.696 0.120 0.764
N 4.585 -0.884 0.854
O 2.562 -0.114 0.352
H 5.229 1.576 1.207
H 3.726 1.670 2.167
H 3.723 2.217 0.486
H 5.503 -0.737 1.230
H 4.272 -1.816 0.641
I -6.793 -3.536 0.034
C -4.936 -2.873 -0.662
C -4.252 -1.893 0.039
C -3.007 -1.481 -0.413
C -2.455 -2.032 -1.562
C -3.167 -2.998 -2.263
C -4.405 -3.431 -1.816
C -1.070 -1.677 -2.052
O -0.688 -2.089 -3.136
O -0.311 -1.038 -1.215
H -4.671 -1.456 0.936
H -2.480 -0.723 0.152
H -2.725 -3.409 -3.161
H -4.950 -4.192 -2.358
```

As for the net charge: -1. As for the multiplicity: 1. As for the frontier orbital gap: 6.308 eV. Its HOMO energy is -0.165 hartree.

Calculated atomic charges, method Löwdin, unit e: atom 1 (Y): 1.16, atom 2 (S): 0.53, atom 3 (C): -1.18, atom 4 (N): -0.09, atom 5 (C): -0.30, atom 6 (C): -0.02, atom 7 (C): -0.08, atom 8 (C): -0.10, atom 9 (C): -0.10, atom 10 (C): -0.48, atom 11 (S): 1.01, atom 12 (H): 0.10, atom 13 (H): 0.10, atom 14 (H): 0.10, atom 15 (H): 0.10, atom 16 (S): 0.55, atom 17 (C): -0.73, atom 18 (C): -0.30, atom 19 (N): 0.14, atom 20 (C): -0.76, atom 21 (S): 0.57, atom 22 (C): -0.30, atom 23 (N): 0.15, atom 24 (Se): 0.61, atom 25 (Se): 0.65, atom 26 (C): -0.70, atom 27 (C): -0.13, atom 28 (C): -0.09, atom 29 (C): -0.07, atom 30 (C): -0.12, atom 31 (N): -0.02, atom 32 (C): -0.69, atom 33 (C): -0.09, atom 34 (C): -0.04, atom 35 (C): -0.04, atom 36 (C): -0.17, atom 37 (N): -0.03, atom 38 (H): 0.09, atom 39 (H): 0.10, atom 40 (H): 0.10, atom 41 (H): 0.09, atom 42 (H): 0.11, atom 43 (H): 0.11, atom 44 (H): 0.11, atom 45 (H): 0.06, atom 46 (C): -0.01, atom 47 (C): -0.55, atom 48 (N): 0.20, atom 49 (O): -0.12, atom 50 (H): 0.08, atom 51 (H): 0.06, atom 52 (H): 0.03, atom 53 (H): 0.11, atom 54 (H): 0.12, atom 55 (I): 0.82, atom 56 (C): -0.74, atom 57 (C): -0.13, atom 58 (C): -0.03, atom 59 (C): -0.14, atom 60 (C): -0.02, atom 61 (C): -0.16, atom 62 (C): -0.60, atom 63 (O): 0.05, atom 64 (O): -0.26, atom 65 (H): 0.10, atom 66 (H): 0.06, atom 67 (H): 0.12, atom 68 (H): 0.09



Entry from OMol25: a molecular structure, C30H22BrN5RuS7 (ωB97M-V with the def2-TZVPD basis set).

Geometry as XYZ:
```
66
C30H22BrN5RuS7 ωB97M-V with the def2-TZVPD basis set
Ru -0.918 0.629 -0.480
C 0.449 2.707 1.454
N -0.780 2.135 0.907
C -1.902 2.711 1.203
C -3.087 2.252 0.597
C -4.449 2.493 0.816
C -5.127 1.593 -0.002
C -4.148 0.850 -0.684
N -2.925 1.259 -0.341
C 0.662 2.412 2.920
C 0.287 1.189 3.469
C 0.546 0.908 4.801
C 1.178 1.848 5.606
C 1.544 3.073 5.069
C 1.284 3.352 3.734
H 0.450 3.789 1.294
H 1.280 2.298 0.883
H -1.912 3.540 1.909
H -4.872 3.214 1.498
H -6.194 1.477 -0.102
H -4.295 0.054 -1.396
H -0.222 0.463 2.849
H 0.252 -0.050 5.212
H 1.379 1.626 6.647
H 2.032 3.815 5.689
H 1.574 4.310 3.316
S 1.264 -0.138 -0.143
C 1.063 -1.482 0.944
C 2.187 -2.217 1.341
C 2.078 -3.300 2.194
C 3.256 -4.029 2.573
N 4.201 -4.608 2.877
C 0.810 -3.680 2.677
C -0.305 -2.958 2.292
C -0.203 -1.861 1.432
S -1.645 -0.966 1.017
C 0.658 -4.801 3.560
N 0.512 -5.694 4.270
H 3.162 -1.924 0.973
H -1.280 -3.243 2.668
C 0.017 -4.288 -2.574
C -0.657 -2.989 -2.909
C -1.259 -2.739 -4.131
C -1.854 -1.513 -4.350
C -1.826 -0.558 -3.345
Br -2.664 1.082 -3.754
N -1.243 -0.763 -2.165
C -0.683 -1.969 -1.974
H 0.068 -4.940 -3.445
H -0.523 -4.816 -1.785
H 1.032 -4.115 -2.215
H -1.264 -3.494 -4.909
H -2.339 -1.277 -5.286
H -0.213 -2.122 -1.017
C 1.039 1.017 -5.399
S 1.591 0.013 -3.997
C 2.285 1.280 -3.000
C 1.605 2.168 -2.246
S -0.120 2.351 -2.039
S 2.619 3.345 -1.439
C 4.164 2.797 -1.983
S 5.597 3.468 -1.524
S 4.026 1.422 -3.012
H 0.545 0.339 -6.095
H 1.886 1.490 -5.893
H 0.328 1.765 -5.053
```

As for the net charge: -1. As for the multiplicity: 2. The calculation puts the energy relative to the best compared isomer or geometry (same formula, charge and spin) at 0.0 kcal/mol. As for the frontier orbital gap (alpha / beta): 7.044 / 6.521 eV. Its HOMO energy (alpha / beta) is -0.183 / -0.191 hartree.

Calculated atomic charges, method Löwdin, unit e: atom 1 (Ru): 0.68, atom 2 (C): -0.21, atom 3 (N): -0.18, atom 4 (C): -0.08, atom 5 (C): -0.33, atom 6 (C): -0.06, atom 7 (C): -0.11, atom 8 (C): -0.22, atom 9 (N): -0.14, atom 10 (C): -0.20, atom 11 (C): -0.03, atom 12 (C): -0.07, atom 13 (C): -0.10, atom 14 (C): -0.10, atom 15 (C): -0.05, atom 16 (H): 0.12, atom 17 (H): 0.04, atom 18 (H): 0.15, atom 19 (H): 0.09, atom 20 (H): 0.08, atom 21 (H): 0.08, atom 22 (H): 0.06, atom 23 (H): 0.10, atom 24 (H): 0.10, atom 25 (H): 0.10, atom 26 (H): 0.11, atom 27 (S): 0.69, atom 28 (C): -0.66, atom 29 (C): -0.05, atom 30 (C): -0.20, atom 31 (C): -0.19, atom 32 (N): 0.15, atom 33 (C): -0.20, atom 34 (C): -0.06, atom 35 (C): -0.68, atom 36 (S): 0.68, atom 37 (C): -0.19, atom 38 (N): 0.15, atom 39 (H): 0.12, atom 40 (H): 0.11, atom 41 (C): -0.03, atom 42 (C): -0.24, atom 43 (C): -0.02, atom 44 (C): -0.12, atom 45 (C): -0.73, atom 46 (Br): 0.79, atom 47 (N): -0.08, atom 48 (C): -0.13, atom 49 (H): 0.07, atom 50 (H): 0.09, atom 51 (H): 0.09, atom 52 (H): 0.12, atom 53 (H): 0.09, atom 54 (H): 0.05, atom 55 (C): -0.38, atom 56 (S): 0.80, atom 57 (C): -1.04, atom 58 (C): -1.14, atom 59 (S): 0.49, atom 60 (S): 0.89, atom 61 (C): -1.51, atom 62 (S): 0.48, atom 63 (S): 0.90, atom 64 (H): 0.03, atom 65 (H): 0.04, atom 66 (H): 0.01



Entry from OMol25: 2 unconnected molecules or ions with the total composition C30H22F5N3O6 in a non-equilibrium geometry (ωB97M-V with the def2-TZVPD basis set).

Geometry as XYZ:
```
66
C30H22F5N3O6 ωB97M-V with the def2-TZVPD basis set
C -5.201 0.666 -2.356
N -4.352 1.838 -2.259
C -4.841 3.112 -2.509
C -3.811 3.971 -2.373
N -2.683 3.216 -2.064
C -1.386 3.797 -1.877
C -0.890 4.670 -2.838
F -1.589 4.869 -3.983
C 0.334 5.303 -2.658
F 0.757 6.241 -3.533
C 1.105 4.979 -1.542
F 2.364 5.458 -1.438
C 0.585 4.171 -0.527
F 1.304 3.931 0.591
C -0.687 3.633 -0.686
F -1.271 2.955 0.332
C -3.016 1.918 -1.983
C -2.095 0.889 -1.396
C -0.748 0.891 -1.976
C 0.344 0.309 -1.396
C 1.686 0.695 -1.834
C 2.822 0.103 -1.252
C 4.082 0.674 -1.323
C 4.268 1.839 -2.068
C 3.203 2.350 -2.820
C 1.941 1.750 -2.764
O -2.474 0.192 -0.442
H -4.644 -0.217 -2.041
H -6.080 0.811 -1.713
H -5.559 0.536 -3.390
H -5.875 3.310 -2.733
H -3.763 5.045 -2.411
H -0.688 1.409 -2.936
H 0.230 -0.369 -0.550
H 2.662 -0.777 -0.635
H 4.898 0.213 -0.767
H 5.236 2.334 -2.073
H 3.364 3.235 -3.441
H 1.144 2.108 -3.420
C -3.429 -4.225 0.419
C -2.321 -3.882 1.374
O -1.295 -3.196 0.626
C -0.355 -2.698 1.477
C 0.798 -2.124 0.814
C 1.957 -1.875 1.579
O 2.837 -1.037 1.271
C 2.239 -2.619 2.864
C 2.024 -4.001 2.980
C 2.436 -4.692 4.115
C 3.015 -3.969 5.181
N 3.273 -4.609 6.427
O 3.733 -3.908 7.360
O 3.024 -5.828 6.553
C 3.260 -2.586 5.068
C 2.903 -1.928 3.901
O -0.549 -2.741 2.693
H -4.210 -4.764 0.960
H -3.864 -3.313 -0.001
H -3.064 -4.851 -0.401
H -2.711 -3.259 2.193
H -1.878 -4.788 1.822
H 0.779 -1.936 -0.253
H 1.542 -4.527 2.153
H 2.310 -5.769 4.209
H 3.725 -2.065 5.902
H 3.149 -0.869 3.795
```

As for the multiplicity: 1. The calculation puts the energy relative to the best compared isomer or geometry (same formula, charge and spin) at 6.0 kcal/mol. As for the frontier orbital gap: 4.327 eV. Its HOMO energy is -0.237 hartree.

Calculated atomic charges, method Löwdin, unit e: atom 1 (C): 0.03, atom 2 (N): -0.02, atom 3 (C): 0.01, atom 4 (C): 0.03, atom 5 (N): 0.08, atom 6 (C): -0.06, atom 7 (C): -0.12, atom 8 (F): 0.11, atom 9 (C): -0.11, atom 10 (F): 0.13, atom 11 (C): -0.10, atom 12 (F): 0.13, atom 13 (C): -0.10, atom 14 (F): 0.14, atom 15 (C): -0.11, atom 16 (F): 0.14, atom 17 (C): -0.06, atom 18 (C): -0.32, atom 19 (C): -0.04, atom 20 (C): 0.06, atom 21 (C): -0.18, atom 22 (C): 0.00, atom 23 (C): -0.04, atom 24 (C): -0.06, atom 25 (C): -0.09, atom 26 (C): -0.04, atom 27 (O): 0.11, atom 28 (H): 0.10, atom 29 (H): 0.11, atom 30 (H): 0.11, atom 31 (H): 0.14, atom 32 (H): 0.15, atom 33 (H): 0.11, atom 34 (H): 0.10, atom 35 (H): 0.08, atom 36 (H): 0.12, atom 37 (H): 0.11, atom 38 (H): 0.10, atom 39 (H): 0.10, atom 40 (C): -0.09, atom 41 (C): -0.26, atom 42 (O): -0.03, atom 43 (C): -0.53, atom 44 (C): -0.01, atom 45 (C): -0.40, atom 46 (O): -0.05, atom 47 (C): -0.12, atom 48 (C): -0.01, atom 49 (C): 0.02, atom 50 (C): -0.17, atom 51 (N): -0.33, atom 52 (O): 0.03, atom 53 (O): 0.04, atom 54 (C): 0.01, atom 55 (C): 0.00, atom 56 (O): 0.03, atom 57 (H): 0.07, atom 58 (H): 0.07, atom 59 (H): 0.07, atom 60 (H): 0.12, atom 61 (H): 0.13, atom 62 (H): 0.07, atom 63 (H): 0.12, atom 64 (H): 0.12, atom 65 (H): 0.11, atom 66 (H): 0.12



Entry from OMol25: a molecular structure, C30H23B2NO11S (ωB97M-V with the def2-TZVPD basis set).

Geometry as XYZ:
```
68
C30H23B2NO11S ωB97M-V with the def2-TZVPD basis set
N 8.218 2.019 -1.903
B 6.999 1.550 -2.472
O 6.986 0.647 -3.501
C 5.567 2.047 -1.956
O 5.141 3.283 -2.617
S 3.646 3.484 -2.118
O 2.897 4.259 -3.039
O 3.680 3.865 -0.741
O 3.217 1.973 -2.247
C 4.408 1.102 -2.263
B 4.104 -0.133 -1.285
O 3.121 -1.015 -1.633
O 4.837 -0.351 -0.155
H 8.910 1.328 -1.648
H 8.120 2.679 -1.146
H 7.857 0.553 -3.903
H 5.615 2.288 -0.888
H 4.489 0.772 -3.300
H 2.258 -0.604 -1.757
H 5.179 0.458 0.238
C -4.820 0.024 -1.755
C -3.598 -0.634 -1.843
C -2.417 0.076 -1.715
C -2.449 1.447 -1.495
C -3.676 2.109 -1.418
C -4.860 1.392 -1.545
C -3.748 3.586 -1.209
O -4.815 4.156 -1.133
C -2.461 4.329 -1.100
C -2.490 5.710 -0.947
C -1.305 6.419 -0.831
C -0.085 5.753 -0.861
C -0.052 4.378 -1.014
C -1.234 3.661 -1.139
C -1.163 2.184 -1.322
O -0.101 1.593 -1.320
H -5.743 -0.534 -1.851
H -3.569 -1.703 -2.008
H -1.461 -0.427 -1.772
H -5.800 1.921 -1.476
H -3.447 6.212 -0.922
H -1.332 7.495 -0.717
H 0.842 6.304 -0.772
H 0.886 3.848 -1.048
C -3.018 -0.657 2.091
C -1.695 -0.623 1.661
C -0.901 -1.752 1.757
C -1.424 -2.922 2.296
C -2.747 -2.952 2.741
C -3.543 -1.818 2.631
C -3.330 -4.183 3.349
O -4.482 -4.214 3.725
C -2.443 -5.376 3.482
C -2.945 -6.523 4.084
C -2.144 -7.645 4.208
C -0.839 -7.629 3.726
C -0.333 -6.488 3.128
C -1.130 -5.356 3.008
C -0.555 -4.131 2.377
O 0.579 -4.121 1.949
H -3.638 0.226 2.002
H -1.288 0.288 1.241
H 0.126 -1.745 1.417
H -4.567 -1.863 2.974
H -3.963 -6.519 4.448
H -2.535 -8.537 4.680
H -0.216 -8.509 3.821
H 0.680 -6.455 2.750
```

As for the multiplicity: 1. As for the frontier orbital gap: 8.720 eV. Its HOMO energy is -0.356 hartree.

Calculated atomic charges, method Löwdin, unit e: atom 1 (N): 0.20, atom 2 (B): -0.54, atom 3 (O): 0.17, atom 4 (C): -0.18, atom 5 (O): -0.15, atom 6 (S): 0.58, atom 7 (O): -0.21, atom 8 (O): -0.23, atom 9 (O): -0.16, atom 10 (C): -0.12, atom 11 (B): -0.57, atom 12 (O): 0.19, atom 13 (O): 0.21, atom 14 (H): 0.09, atom 15 (H): 0.08, atom 16 (H): 0.11, atom 17 (H): 0.13, atom 18 (H): 0.16, atom 19 (H): 0.11, atom 20 (H): 0.11, atom 21 (C): -0.05, atom 22 (C): -0.06, atom 23 (C): -0.02, atom 24 (C): -0.09, atom 25 (C): -0.08, atom 26 (C): 0.00, atom 27 (C): -0.28, atom 28 (O): 0.11, atom 29 (C): -0.08, atom 30 (C): 0.00, atom 31 (C): -0.05, atom 32 (C): -0.04, atom 33 (C): 0.01, atom 34 (C): -0.08, atom 35 (C): -0.28, atom 36 (O): 0.10, atom 37 (H): 0.11, atom 38 (H): 0.11, atom 39 (H): 0.12, atom 40 (H): 0.12, atom 41 (H): 0.12, atom 42 (H): 0.11, atom 43 (H): 0.11, atom 44 (H): 0.10, atom 45 (C): -0.05, atom 46 (C): -0.06, atom 47 (C): 0.01, atom 48 (C): -0.08, atom 49 (C): -0.08, atom 50 (C): 0.00, atom 51 (C): -0.28, atom 52 (O): 0.11, atom 53 (C): -0.08, atom 54 (C): 0.00, atom 55 (C): -0.06, atom 56 (C): -0.06, atom 57 (C): 0.00, atom 58 (C): -0.08, atom 59 (C): -0.28, atom 60 (O): 0.11, atom 61 (H): 0.11, atom 62 (H): 0.10, atom 63 (H): 0.12, atom 64 (H): 0.12, atom 65 (H): 0.12, atom 66 (H): 0.11, atom 67 (H): 0.11, atom 68 (H): 0.12